Molecular formula: C32H27CaIN5O3
Method: DFT, the ωB97M-V functional and the def2-TZVPD basis

```
69
Properties=species:S:1:pos:R:3:forces:R:3
H -0.759309 -3.708560 -1.778578 -0.037 -0.096 -0.071
H 6.409973 1.218589 -1.312540 -0.008 -0.008 0.000
C -0.227855 -3.345173 2.970931 -0.051 -0.053 0.055
H -1.935151 1.028189 6.726627 -0.004 -0.006 -0.022
H -4.205852 0.628517 5.812134 0.009 0.000 -0.001
H -3.667203 0.089920 1.239532 -0.094 0.068 -0.054
C -2.071493 0.829746 5.670032 0.033 -0.013 -0.068
C -0.488990 -0.828998 -3.761269 0.276 0.113 0.588
H -0.711548 5.881374 -1.816606 -0.004 -0.017 0.014
H -0.883983 -4.519399 4.640670 0.014 0.011 0.006
I 5.376575 3.890228 -0.082377 0.160 0.278 0.109
H 2.811279 -1.001347 -2.020966 -0.021 0.021 0.015
C -1.385822 3.020204 -0.341790 0.018 -0.878 0.360
C -0.752518 -2.172914 -3.366322 0.037 -0.462 0.554
H -4.496966 0.175460 3.395615 0.009 0.010 0.034
C -0.972477 0.803476 4.815619 -0.063 -0.018 -0.057
H 0.734148 -3.511541 6.224275 -0.002 0.009 -0.032
C -2.115291 2.040667 0.452705 0.449 0.397 -0.436
C -2.605985 -0.007325 1.483041 0.153 -0.021 -0.306
C 3.336640 -0.116753 -1.677064 -0.450 0.102 0.084
C 0.714262 -3.190197 5.188898 -0.050 -0.020 -0.079
H -2.342606 -1.052872 1.308346 0.034 -0.054 0.026
H -2.999799 2.423943 0.971043 -0.071 0.056 0.038
C 0.629194 -1.803645 1.116124 -0.350 -0.226 -0.103
O -0.062931 0.058696 -2.916838 -0.280 -0.373 -1.347
C -0.717199 -0.515031 -5.132213 0.072 -0.178 0.033
C 1.541842 -1.788273 3.418263 0.046 -0.032 0.268
C 0.637622 -2.351873 2.525200 0.311 0.214 -0.164
H 0.692658 2.305654 -5.988980 -0.004 0.015 -0.018
C -1.755248 4.342578 -0.574821 0.107 0.284 -0.196
O -0.527071 0.741794 -5.642695 0.012 0.360 -0.015
N -0.198487 2.708389 -0.987335 -0.541 0.763 0.209
C -2.412057 0.314523 2.944271 0.096 0.047 0.003
C 4.542431 2.135544 -0.783652 -0.234 -0.225 -0.085
C 4.713093 -0.035138 -1.738839 0.124 -0.013 -0.018
C 0.149013 3.841980 -1.629111 -0.018 -0.214 0.135
H 5.285513 -0.862634 -2.135764 0.023 0.032 0.008
O 1.193422 -0.669246 0.927124 -0.151 -0.609 0.167
N -0.109308 -1.937116 -1.029697 0.241 -0.651 1.065
C -1.139393 0.551762 3.461048 0.012 0.010 0.080
N -1.784199 0.801612 0.573215 -0.374 0.350 0.341
H -0.928591 -3.778988 2.268022 0.039 0.026 0.030
H -0.281108 0.533059 2.796529 -0.046 -0.023 0.027
C -0.194136 -3.756605 4.299007 0.061 0.081 -0.089
H 1.050212 3.871796 -2.230241 -0.021 0.021 -0.006
H -2.635158 4.836320 -0.184668 0.040 -0.015 -0.032
C -1.514482 -2.765553 -5.585196 0.054 0.139 0.021
H -1.916551 -3.488548 -6.283002 0.003 0.024 -0.015
Ca 0.128821 0.342926 -0.816138 0.441 0.945 0.261
C -3.505112 0.350101 3.799951 -0.012 0.002 0.158
C 1.588678 -2.207181 4.743136 -0.064 -0.003 -0.107
N -0.006854 -2.566682 0.244143 -0.002 0.297 -0.492
C -0.533857 -2.661060 -1.985974 -0.094 0.290 -0.620
C -3.341485 0.603543 5.159436 0.059 -0.011 -0.125
H 0.524684 1.904832 -4.256287 -0.049 0.025 0.134
H -1.462262 -4.114766 -3.918845 -0.004 0.017 -0.038
H 1.523942 0.887806 -5.312024 0.028 -0.032 0.025
C -0.764395 4.881254 -1.413559 -0.146 -0.201 0.174
N 2.568458 0.864508 -1.195250 0.610 0.308 -0.008
C 3.162581 1.979223 -0.754047 -0.153 -0.401 -0.158
H 2.298192 -1.757272 5.428753 -0.018 -0.019 -0.016
C 0.621010 1.502324 -5.257375 -0.158 -0.336 -0.120
C -1.224819 -1.458848 -5.999338 -0.020 -0.092 -0.098
H -1.396794 -1.148247 -7.025347 0.005 -0.029 0.048
C -1.262334 -3.108602 -4.275006 -0.013 0.039 -0.064
H 2.195367 -1.004674 3.056149 -0.018 -0.019 -0.001
C 5.333118 1.115231 -1.282000 0.099 0.028 -0.003
H 0.024482 0.972746 5.204749 -0.025 -0.003 0.011
H 2.509471 2.756549 -0.372834 -0.026 -0.031 -0.018
```
Positions in Å, forces in eV/Å.

The spin multiplicity is 1. The LUMO energy is 1.986 eV. The frontier orbital gap is 0.2348 Eh. The net charge is -1. The calculation puts the energy above the lowest of the compared OMol25 structures with the same formula, charge and spin at 13.4 kcal per mole.

So, what does the natural (NBO) scheme give us? The charges, in e, come out as: number 1, H, carries 0.163; number 2, H, carries 0.222; number 3, C, carries -0.199; number 4, H, carries 0.202; number 5, H, carries 0.202; number 6, H, carries 0.181; number 7, C, carries -0.233; number 8, C, carries 0.335; number 9, H, carries 0.202; number 10, H, carries 0.202; number 11, I, carries 0.150; number 12, H, carries 0.217; number 13, C, carries -0.051; number 14, C, carries -0.148; number 15, H, carries 0.202; number 16, C, carries -0.192; number 17, H, carries 0.200; number 18, C, carries 0.172; number 19, C, carries -0.279; number 20, C, carries 0.067; number 21, C, carries -0.223; number 22, H, carries 0.222; number 23, H, carries 0.155; number 24, C, carries 0.540; number 25, O, carries -0.883; number 26, C, carries 0.208; number 27, C, carries -0.208; number 28, C, carries -0.025; number 29, H, carries 0.170; number 30, C, carries -0.266; number 31, O, carries -0.526; number 32, N, carries -0.627; number 33, C, carries 0.065; number 34, C, carries -0.205; number 35, C, carries -0.252; number 36, C, carries -0.050; number 37, H, carries 0.222; number 38, O, carries -0.850; number 39, N, carries -0.421; number 40, C, carries -0.239; number 41, N, carries -0.594; number 42, H, carries 0.232; number 43, H, carries 0.242; number 44, C, carries -0.228; number 45, H, carries 0.179; number 46, H, carries 0.200; number 47, C, carries -0.294; number 48, H, carries 0.198; number 49, Ca, carries 1.769; number 50, C, carries -0.249; number 51, C, carries -0.229; number 52, N, carries -0.491; number 53, C, carries 0.098; number 54, C, carries -0.217; number 55, H, carries 0.210; number 56, H, carries 0.195; number 57, H, carries 0.161; number 58, C, carries -0.363; number 59, N, carries -0.450; number 60, C, carries 0.014; number 61, H, carries 0.201; number 62, C, carries -0.239; number 63, C, carries -0.231; number 64, H, carries 0.205; number 65, C, carries -0.209; number 66, H, carries 0.232; number 67, C, carries -0.202; number 68, H, carries 0.208; number 69, H, carries 0.230